Entry 1:
The following is a DFT calculation (ωB97M-V/def2-TZVPD) of a structure of composition C18H45FeN10O3P2SSeSi in a non-equilibrium geometry.

As for the calculated total energy: -177466.556 eV. The HOMO-LUMO gap (spin up / spin down) comes out at 7.9 / 7.9 eV.

Geometry as ORCA input:
```
! wB97M-V def2-TZVPD RIJCOSX def2/J DEFGRID3
* xyz 1 5
Fe -17.21060 -3.37998 6.13422
C -18.68563 -0.71855 10.39961
N -19.57416 -1.85765 10.18300
C -20.79653 -1.80758 10.98876
P -19.55357 -2.64438 8.74597
O -18.16220 -2.64528 8.17726
O -20.59042 -1.87470 7.75384
P -20.35249 -1.76462 6.12815
O -19.44891 -2.85115 5.62612
N -21.89476 -1.92636 5.60289
C -22.04462 -2.01023 4.14918
C -23.06185 -1.36358 6.28324
N -19.73440 -0.26541 5.82687
C -20.45618 0.91007 6.32532
C -18.28408 -0.07208 5.81335
N -20.24907 -4.09447 9.01279
C -19.46659 -5.07930 9.76268
C -21.43324 -4.63530 8.34583
H -18.36879 -0.69386 11.45073
H -19.17131 0.24487 10.16839
H -17.78973 -0.82463 9.77674
H -20.52281 -1.80854 12.06238
H -21.42823 -2.68386 10.81323
H -21.38858 -0.89889 10.79952
H -21.16076 -2.49237 3.71170
H -22.15807 -1.01519 3.68070
H -22.92229 -2.62727 3.91564
H -22.83647 -1.17487 7.34188
H -23.89947 -2.07806 6.24826
H -23.40307 -0.42107 5.80969
H -21.53830 0.76318 6.23205
H -20.18455 1.77877 5.71123
H -20.23141 1.14250 7.38212
H -17.76795 -0.99307 5.49846
H -17.86298 0.20405 6.80172
H -18.01355 0.71768 5.09233
H -18.58175 -4.60586 10.20866
H -19.10989 -5.88900 9.10065
H -20.05901 -5.51323 10.59289
H -21.88291 -3.89441 7.68059
H -22.20027 -4.95168 9.08391
H -21.15858 -5.53126 7.75749
C -14.09266 -5.00230 10.77939
C -14.95057 -5.72735 9.82595
N -15.17598 -7.03077 9.82478
N -16.04752 -7.23949 8.78988
C -16.35110 -6.09382 8.13725
S -17.38951 -5.90051 6.84637
N -15.64979 -5.12906 8.79923
N -15.66227 -3.78518 8.43475
H -13.71036 -5.70200 11.53459
H -14.67740 -4.21572 11.28662
H -13.25036 -4.53072 10.24032
H -16.33383 -8.18772 8.57517
H -16.40658 -3.29324 8.93053
H -14.73680 -3.37354 8.48001
C -19.62722 -4.75571 1.04140
N -18.75022 -4.14323 2.02110
C -18.11323 -2.90561 1.88043
C -17.37129 -2.73006 3.00655
N -17.53427 -3.82525 3.85240
C -18.36257 -4.65176 3.22100
H -19.08013 -4.93178 0.10061
H -20.48789 -4.09995 0.83909
H -19.98294 -5.72677 1.43185
H -18.24187 -2.27553 1.00898
H -16.71855 -1.91887 3.29540
H -18.71017 -5.61218 3.58717
C -12.12414 -3.84228 5.38532
Si -13.84024 -3.87170 4.56306
C -13.80541 -3.30332 2.75025
C -14.58447 -5.61251 4.73403
Se -15.16253 -2.34125 5.73641
H -11.37350 -4.34513 4.74825
H -12.14822 -4.35560 6.36094
H -11.78945 -2.80965 5.55653
H -13.12688 -3.94563 2.16243
H -13.46147 -2.25831 2.67268
H -14.80494 -3.38147 2.29143
H -14.05563 -6.31196 4.05858
H -15.65376 -5.60829 4.48689
H -14.48694 -5.97893 5.76916
*
```

Entry 2:
The following is a DFT calculation (ωB97M-V/def2-TZVPD) of a cluster of 4 separate species, C18H45IN3O6 in total in a non-equilibrium geometry.

As for the calculated total energy: -44248.662 eV. The HOMO-LUMO gap comes out at 6.7 eV.

Geometry as ORCA input:
```
! wB97M-V def2-TZVPD RIJCOSX def2/J DEFGRID3
* xyz -1 1
I -15.00381 -29.93066 38.94936
C -16.78633 -34.02422 32.92098
O -16.58415 -33.18441 33.99672
C -17.40508 -32.05092 33.94093
C -17.15321 -31.13967 35.13808
N -15.77739 -31.04538 35.54437
C -15.01142 -30.22993 34.67559
C -13.55347 -30.23524 34.99657
O -13.04721 -31.55934 34.90419
C -11.67917 -31.59968 34.83940
H -16.51326 -33.50420 31.99451
H -17.80598 -34.42324 32.91941
H -16.09446 -34.86040 33.04345
H -18.48467 -32.29828 33.96113
H -17.24899 -31.51202 32.98652
H -17.76257 -31.45993 35.98422
H -17.52606 -30.12180 34.85914
H -15.73900 -30.61393 36.47091
H -15.36874 -29.17008 34.72026
H -15.13400 -30.50346 33.62020
H -13.32781 -29.85869 36.00535
H -13.03660 -29.56233 34.29021
H -11.25356 -30.98805 34.01668
H -11.37742 -32.63548 34.68872
H -11.18701 -31.20486 35.74863
C -15.81970 -25.71250 39.56391
O -15.09150 -26.50890 40.39961
C -15.36765 -26.35762 41.77273
C -15.42610 -27.71550 42.48468
N -14.08030 -28.32439 42.61751
C -14.14031 -29.78940 42.66333
C -12.73062 -30.33754 42.53608
O -12.30807 -30.16142 41.21859
C -11.12983 -30.73197 40.88365
H -16.88298 -25.59136 39.83135
H -15.76695 -26.09586 38.54586
H -15.41678 -24.67070 39.51350
H -16.35664 -25.87610 41.89117
H -14.61382 -25.68402 42.20580
H -16.05756 -28.41701 41.94511
H -15.87431 -27.47069 43.46896
H -13.78202 -28.12302 43.57335
H -14.72010 -30.24699 41.85674
H -14.51311 -30.21356 43.61822
H -12.75818 -31.40800 42.83000
H -12.03958 -29.83051 43.24229
H -10.28164 -30.28408 41.44682
H -10.93423 -30.56936 39.82716
H -11.09673 -31.81487 41.09864
C -10.98810 -34.72021 36.58593
O -11.63884 -33.51435 36.37361
C -11.91987 -32.81816 37.58932
C -13.19504 -33.31499 38.24934
N -14.30335 -33.10679 37.33212
C -15.23032 -34.20396 37.24577
C -14.68249 -35.51790 36.70650
O -14.14165 -35.42060 35.44039
C -13.82649 -36.66258 34.93154
H -11.53427 -35.41414 37.25207
H -10.01286 -34.54197 37.07197
H -10.91220 -35.20393 35.61537
H -12.14011 -31.77934 37.32295
H -11.02913 -32.82466 38.23694
H -13.44534 -32.70592 39.13468
H -13.08556 -34.34369 38.60463
H -14.84220 -32.32340 37.71237
H -16.16493 -33.86870 36.79137
H -15.58250 -34.44390 38.28597
H -15.47290 -36.29724 36.77730
H -13.93555 -35.92471 37.41540
H -14.73197 -37.24720 34.70731
H -13.20943 -37.27869 35.62121
H -13.19076 -36.53660 34.05274
*
```

Entry 3:
The following is a DFT calculation (ωB97M-V/def2-TZVPD) of a cluster of 3 separate species, C18H45N3 in total in a non-equilibrium geometry.

As for the calculated total energy: -23862.314 eV. The HOMO-LUMO gap (spin up / spin down) comes out at 1.9 / 8.5 eV.

Geometry as ORCA input:
```
! wB97M-V def2-TZVPD RIJCOSX def2/J DEFGRID3
* xyz -1 2
C 1.62131 1.39198 -2.89608
C 2.81926 0.91853 -2.06993
N 3.73594 0.03034 -2.81898
C 5.03661 0.07066 -2.04211
C 5.09669 -0.55605 -0.61601
C 3.25198 -1.34649 -2.85850
C 4.28799 -2.14844 -3.79685
H 1.12621 2.22472 -2.39655
H 0.88810 0.58564 -2.91371
H 1.94933 1.80516 -3.84991
H 3.35444 1.81358 -1.75278
H 2.34261 0.41406 -1.22945
H 5.87620 -0.38671 -2.56554
H 5.32902 1.11909 -1.98408
H 4.41034 0.02887 -0.00373
H 4.88362 -1.62342 -0.55755
H 6.12582 -0.52971 -0.25781
H 2.23612 -1.33932 -3.25356
H 3.17937 -1.91317 -1.93022
H 4.47245 -1.51929 -4.66762
H 3.93511 -3.11100 -4.16704
H 5.25513 -2.30112 -3.31785
C -5.32507 0.98658 2.08727
C -4.72585 2.11145 1.19379
N -3.68252 2.95298 1.77388
C -4.07781 3.60045 3.03800
C -3.66299 2.87220 4.40024
C -3.12609 3.97748 0.84517
C -2.13162 3.24502 -0.16849
H -5.86949 1.21375 3.00383
H -4.52980 0.25994 2.25355
H -6.01875 0.40037 1.48456
H -4.30896 1.75474 0.25195
H -5.47430 2.87114 0.96844
H -3.56438 4.56144 3.00652
H -5.10387 3.96600 2.99713
H -4.19795 1.92337 4.35962
H -2.59124 2.72598 4.26582
H -3.99049 3.53339 5.20254
H -2.58461 4.76813 1.36454
H -3.86916 4.60360 0.35128
H -1.72959 4.02130 -0.81952
H -2.68776 2.65594 -0.89773
H -1.52377 2.50709 0.35504
C 1.69989 -3.93318 1.38235
C 1.13951 -3.07048 0.26671
N -0.23153 -2.65545 0.50639
C -0.42947 -2.00654 1.74738
C 0.27522 -0.69048 1.93985
C -0.82195 -2.08511 -0.68865
C -1.02103 -3.15186 -1.76964
H 2.67716 -4.33981 1.12218
H 1.22137 -4.87941 1.63489
H 1.82305 -3.40033 2.32522
H 1.75493 -2.19450 0.06177
H 1.08576 -3.79043 -0.54993
H -1.51701 -1.93413 1.75654
H -0.13149 -2.72771 2.50845
H 0.20764 -0.38437 2.98380
H 1.32094 -0.81821 1.66013
H -0.04278 0.12010 1.28415
H -0.37732 -1.20000 -1.14359
H -1.83587 -1.82847 -0.38175
H -1.83024 -2.81271 -2.41634
H -1.27808 -4.06109 -1.22621
H -0.12633 -3.29606 -2.37530
*
```

> Which formula does entry 2 have?

C18H45IN3O6

> The highest calculated total energy belongs to which entry?

C18H45N3

> Which of these has the highest calculated total energy?

C18H45N3

> Among the records above, which one has the highest calculated total energy?

C18H45N3